(1)
{
  "formula": "C20H26GaN5O3S2",
  "method": "ωB97M-V/def2-TZVPD",
  "total_charge": 2,
  "lumo_energy_ev": -5.75,
  "orbital_gap_ev": 8.0,
  "symbols": ["H", "H", "C", "C", "H", "C", "H", "N", "C", "H", "C", "C", "C", "H", "C", "C", "C", "H", "H", "H", "H", "C", "H", "N", "H", "Ga", "C", "H", "H", "S", "C", "C", "N", "H", "N", "H", "O", "C", "O", "H", "N", "H", "H", "C", "H", "C", "H", "H", "C", "C", "O", "H", "S", "H", "C", "H", "H"],
  "xyz": [[1.5130, -6.2778, -4.0183], [-6.1691, -2.3489, 1.2751], [-5.0401, -2.6288, -0.5120], [1.0639, -5.3420, -3.7097], [0.8194, 3.5235, -0.0323], [-3.8023, -2.4698, -1.1729], [3.5812, 0.7003, 0.6466], [3.4512, -1.2422, 2.1987], [-2.0153, -0.2718, 2.6187], [2.7985, -4.7065, -2.6128], [-2.7659, -1.8451, -0.5368], [1.2262, -3.2579, -2.5268], [-0.5564, 2.3236, 1.1618], [0.0308, 1.6168, 1.7480], [-5.2260, -2.1930, 0.7667], [-0.0666, -2.9652, -2.9455], [-2.9501, -1.3331, 0.7767], [3.3007, -2.0396, 2.7945], [-1.4650, 3.2933, -1.1537], [1.7779, -2.5545, -1.9192], [-2.7311, 2.6640, -0.0854], [-0.8025, -3.8304, -3.7454], [-1.7579, 1.3569, -2.6748], [1.8047, 0.5701, -0.4013], [4.3331, -0.7571, 2.2776], [-0.3286, -0.4112, -0.0471], [-1.9510, 2.3885, -0.7968], [-0.7775, -5.7186, -4.7478], [-5.1765, -1.2235, 3.3335], [1.0568, -1.7883, 1.2788], [1.7896, -4.4602, -2.9165], [-0.2257, -5.0305, -4.1220], [2.7268, 0.1744, 0.5612], [0.8845, 3.8368, 1.7204], [-1.4637, -1.6442, -0.9929], [-3.2131, -0.1365, 4.3957], [0.2669, -0.5239, -2.0200], [-4.2552, -1.0815, 2.7785], [-0.9568, 1.6178, -0.0456], [-1.4560, 2.5498, 1.7340], [-1.9057, -0.6665, 1.3628], [-0.4401, 4.4577, 0.7506], [-1.7946, -3.5570, -4.0860], [2.5038, -0.8894, 1.3488], [-3.2755, 2.2134, -2.4359], [-3.1775, -0.4733, 3.3687], [1.7169, 1.5762, -0.3797], [-3.0028, 0.6860, -1.5976], [0.2238, 3.6050, 0.8831], [-2.5199, 1.6030, -1.9408], [-1.7312, -1.0147, -3.4664], [2.1350, 0.3006, -1.3230], [-0.8305, -1.4671, -2.4632], [-1.1595, 0.2334, 3.0511], [-4.1720, -1.5368, 1.4471], [-3.6697, -2.8467, -2.1796], [-5.8491, -3.1271, -1.0323]],
  "forces_ev_per_a": [[0.0, 0.0, 0.0], [0.0, 0.0, 0.0], [-0.1, -0.1, 0.0], [0.0, 0.0, 0.0], [0.0, 0.0, 0.1], [0.1, 0.0, 0.0], [0.2, 0.0, 0.0], [0.1, 0.0, 0.0], [-0.1, 0.0, -0.1], [0.0, 0.0, 0.0], [0.0, -0.1, -0.1], [-0.1, -0.1, 0.0], [0.1, 0.2, -0.1], [0.2, -0.1, 0.0], [-0.1, 0.0, 0.0], [0.0, 0.1, -0.1], [-0.1, 0.0, 0.1], [0.0, 0.0, 0.1], [0.1, 0.0, 0.0], [0.0, 0.0, 0.0], [0.0, 0.0, 0.1], [-0.1, 0.1, 0.0], [0.0, 0.0, -0.1], [0.0, 0.1, 0.5], [0.0, 0.0, 0.0], [-0.2, 0.1, 0.3], [-0.3, 0.0, -0.1], [0.0, 0.0, 0.0], [0.1, 0.0, 0.0], [-0.1, 0.3, -0.1], [0.0, 0.0, 0.0], [0.1, -0.1, 0.0], [0.2, 0.0, 0.4], [0.0, 0.0, -0.1], [0.2, 0.2, -0.2], [0.0, 0.0, 0.0], [-0.4, -0.4, -0.6], [-0.1, 0.0, 0.1], [0.6, -0.2, 0.2], [-0.1, -0.1, 0.1], [0.1, -0.1, -0.1], [0.0, 0.0, 0.0], [0.1, 0.0, 0.0], [-0.1, 0.1, -0.2], [0.0, 0.0, 0.0], [0.0, 0.0, 0.1], [-0.1, 0.3, 0.0], [0.0, 0.0, 0.0], [-0.1, -0.1, -0.1], [0.1, -0.1, 0.1], [-0.1, -0.1, -0.1], [-0.2, -0.1, -0.2], [0.0, 0.0, 0.2], [0.0, -0.1, 0.0], [0.1, 0.0, 0.0], [0.0, 0.0, 0.0], [0.1, 0.0, 0.0]],
  "nbo_charge": [0.2414, 0.2417, -0.1594, -0.1535, 0.2070, -0.1976, 0.4128, -0.7266, 0.0943, 0.2334, 0.1220, -0.2069, -0.0604, 0.1806, -0.1869, -0.2927, 0.2078, 0.4439, 0.2031, 0.2168, 0.1955, -0.1836, 0.2373, -0.6277, 0.4256, 1.6803, -0.0535, 0.2437, 0.2462, -0.0956, -0.1859, -0.1911, -0.4267, 0.2466, -1.1163, 0.2532, -1.0353, -0.0558, -0.6240, 0.2139, -0.5926, 0.2482, 0.2437, 0.3384, 0.2607, -0.2652, 0.4056, 0.2192, -0.6579, -0.6439, -0.8744, 0.4234, 2.3274, 0.2074, -0.0905, 0.2377, 0.2456]
}

=====

(2)
{
  "formula": "C4H5CsO5",
  "method": "ωB97M-V/def2-TZVPD",
  "total_charge": 0,
  "lumo_energy_ev": -0.73,
  "orbital_gap_ev": 8.0,
  "symbols": ["H", "O", "O", "H", "O", "H", "H", "Cs", "C", "C", "C", "H", "O", "C", "O"],
  "xyz": [[-1.5260, -0.6698, 0.9396], [-0.7450, 0.2421, -0.7270], [-0.1395, -2.3457, -1.0868], [-0.0322, 0.1565, 2.4409], [2.0449, 0.4888, -1.2125], [0.9049, 2.0632, -0.6128], [-1.9939, 1.0815, 0.6581], [3.1542, -2.2548, -0.3753], [-1.1955, 0.3253, 0.6121], [1.0971, 0.9738, -0.5483], [-0.9638, -1.6071, -1.5920], [-0.1205, 1.8157, 1.7888], [-1.5982, -1.5699, -2.6000], [-0.0491, 0.7535, 1.5195], [1.1626, 0.5467, 0.7958]],
  "forces_ev_per_a": [[-0.3, 0.2, 0.0], [0.4, -0.3, -0.1], [-0.9, 1.6, 1.3], [0.2, 0.2, -0.3], [-1.9, 0.2, -0.1], [-0.9, -0.6, -0.4], [-0.1, -0.4, 0.2], [-0.7, 0.6, -0.2], [-0.2, -0.4, -1.1], [2.9, -0.9, 1.0], [2.2, -2.1, -2.4], [-0.1, -0.1, 0.0], [-0.5, 1.6, 1.8], [0.6, 0.5, -0.1], [-0.7, -0.1, 0.2]],
  "nbo_charge": [0.1615, -0.7261, -0.6931, 0.1838, -0.7664, 0.1260, 0.1698, 0.9866, -0.0982, 0.6807, 1.0468, 0.1624, -0.5631, -0.0985, -0.5723]
}

=====

(3)
{
  "formula": "C14H15N4O9",
  "method": "ωB97M-V/def2-TZVPD",
  "total_charge": -1,
  "lumo_energy_ev": 1.12,
  "orbital_gap_ev": 5.2,
  "symbols": ["O", "O", "C", "N", "O", "H", "O", "C", "C", "C", "H", "H", "H", "H", "O", "N", "H", "C", "C", "H", "N", "N", "C", "C", "C", "H", "H", "H", "C", "O", "C", "H", "C", "O", "H", "C", "C", "H", "H", "O", "H", "O"],
  "xyz": [[2.2092, -2.4130, 3.6289], [3.6738, 1.0689, 1.7357], [1.5141, 1.3193, 1.6422], [1.0456, -1.9973, 3.4972], [1.7518, -0.3325, -1.2502], [-1.3775, -1.0265, 2.8402], [2.0211, 1.8697, -1.6882], [-3.1304, -1.0706, -1.3774], [-0.1693, 1.0313, -1.3164], [-0.8215, 0.7699, 1.7692], [-2.8701, -1.7303, -0.5447], [-0.0161, 2.5661, 0.7971], [-5.2233, -1.4463, -1.3310], [3.4065, 0.0214, -2.4745], [-0.5889, -1.2661, -0.6593], [-2.1853, 1.0645, 1.4132], [-1.5327, 2.5780, -0.9993], [0.1887, 1.6092, 1.2695], [3.4432, -1.9253, -1.5437], [3.0270, -2.3641, -2.4564], [3.1671, -0.0485, 2.3812], [2.6841, 1.9375, 1.2737], [-0.8298, 2.2467, -1.7789], [-4.5461, -0.5926, -1.2675], [-0.5503, -0.4051, 2.5094], [-2.9513, -1.5896, -2.3271], [-4.7894, 0.1066, -2.0728], [-1.3830, 2.0909, -2.7161], [1.8257, 0.1196, 2.3388], [-3.0658, 0.2087, 1.6449], [0.7653, -0.7688, 2.7818], [4.5223, -2.0851, -1.5490], [1.2893, 0.9194, -1.4395], [-2.2744, 0.0890, -1.3398], [3.7123, 0.0485, -0.7158], [-0.9729, -0.1860, -1.0861], [3.1611, -0.4543, -1.5179], [3.0059, -2.4279, -0.6751], [-0.0481, 3.0002, -1.9330], [0.0524, -2.6038, 3.9593], [-4.6993, -0.0997, -0.3032], [-2.4410, 2.1680, 0.8804]],
  "forces_ev_per_a": [[-1.6, 1.0, -0.4], [-1.8, 0.5, 0.1], [2.8, 0.1, -0.6], [-0.4, -1.2, 0.7], [0.9, 0.3, -0.3], [0.3, 0.1, -0.1], [0.1, -0.3, 0.0], [0.3, 0.2, 0.2], [1.2, -2.2, 0.9], [0.7, 0.1, 0.3], [0.0, 0.0, -0.2], [-0.2, -0.3, 0.1], [0.0, 0.0, 0.0], [0.0, 0.0, 0.2], [-0.7, 0.3, -0.2], [-1.8, 0.5, -0.4], [0.1, 0.2, -0.7], [-1.3, 0.6, -0.8], [0.1, -0.4, -0.2], [0.0, -0.1, 0.2], [-1.6, 1.1, -0.4], [-1.2, -2.2, 1.2], [-0.3, 1.2, 0.0], [-0.3, 0.2, 0.1], [0.8, 0.0, -0.2], [0.0, 0.0, 0.2], [0.0, 0.0, 0.1], [0.1, 0.1, 0.1], [1.8, -1.2, 0.0], [1.3, 1.2, -0.1], [-0.1, 0.6, 0.0], [0.0, -0.1, 0.0], [-1.6, 0.5, 0.0], [-0.7, -0.8, -0.3], [0.0, 0.0, -0.2], [1.6, 0.9, 0.1], [-0.3, 0.1, 0.4], [0.1, 0.1, -0.1], [-0.3, 0.0, 0.0], [1.4, 0.7, -0.6], [0.0, 0.0, -0.2], [0.5, -1.9, 1.2]],
  "nbo_charge": [-0.3803, -0.1476, 0.0932, 0.5129, -0.5151, 0.2788, -0.6757, -0.0718, -0.3050, 0.0111, 0.2056, 0.2713, 0.1983, 0.1834, -0.6376, 0.4999, 0.2319, -0.1406, -0.6202, 0.2006, -0.0694, -0.0336, -0.6575, -0.6266, -0.0944, 0.1677, 0.2016, 0.2042, 0.0781, -0.4124, -0.0551, 0.1981, 0.7406, -0.5403, 0.1821, 0.7368, -0.0705, 0.2243, 0.2311, -0.4284, 0.2313, -0.4007]
}

=====

(4)
{
  "formula": "C3H4NS",
  "method": "ωB97M-V/def2-TZVPD",
  "total_charge": 1,
  "lumo_energy_ev": -6.23,
  "orbital_gap_ev": 8.3,
  "symbols": ["N", "C", "H", "S", "H", "H", "C", "C", "H"],
  "xyz": [[-0.1001, 0.1394, -0.3236], [0.3943, 0.1423, -1.4862], [-0.2022, -1.4038, 1.0255], [1.9206, -1.4377, -0.1194], [0.7861, -0.0873, 1.6239], [-0.0029, 0.8763, -2.1605], [0.5105, -0.6030, 0.6958], [1.6894, -0.9587, -1.6163], [-0.8738, 0.6389, -0.0115]],
  "forces_ev_per_a": [[1.1, -0.3, 0.5], [2.7, -1.8, -0.3], [0.6, 0.4, -0.2], [-0.2, -0.3, 1.2], [-0.1, 0.5, -0.5], [0.0, -0.2, -0.9], [0.1, -2.6, 1.8], [-2.2, 2.7, -1.6], [-1.9, 1.6, 0.1]],
  "nbo_charge": [-0.4155, 0.2309, 0.2811, 0.6470, 0.2897, 0.2544, -0.4517, -0.2854, 0.4497]
}